{"formula": "C35H98O14", "method": "the ωB97M-V functional and the def2-TZVPD basis", "symbols": ["C", "C", "O", "H", "H", "H", "H", "H", "H", "C", "C", "O", "H", "H", "H", "H", "H", "H", "C", "C", "O", "H", "H", "H", "H", "H", "H", "C", "C", "O", "H", "H", "H", "H", "H", "H", "C", "C", "O", "H", "H", "H", "H", "H", "H", "C", "C", "O", "H", "H", "H", "H", "H", "H", "C", "C", "O", "H", "H", "H", "H", "H", "H", "C", "C", "C", "O", "H", "H", "H", "H", "H", "H", "H", "H", "C", "C", "C", "O", "H", "H", "H", "H", "H", "H", "H", "H", "C", "C", "C", "O", "H", "H", "H", "H", "H", "H", "H", "H", "C", "C", "C", "O", "H", "H", "H", "H", "H", "H", "H", "H", "C", "C", "C", "O", "H", "H", "H", "H", "H", "H", "H", "H", "C", "C", "C", "O", "H", "H", "H", "H", "H", "H", "H", "H", "C", "C", "C", "O", "H", "H", "H", "H", "H", "H", "H", "H"], "xyz": [[0.4399, -3.7695, 5.8857], [0.5825, -5.2378, 6.3179], [1.9523, -5.4753, 6.3451], [0.9332, -3.4749, 4.9594], [0.8329, -3.1039, 6.6542], [-0.6195, -3.5601, 5.7372], [0.1442, -5.8162, 5.5047], [0.1548, -5.4778, 7.2913], [2.1118, -6.3467, 6.7150], [-1.4691, -6.3856, -0.6379], [-1.7087, -6.1129, 0.7966], [-3.1217, -6.1434, 1.1583], [-1.8484, -7.3117, -1.0700], [-0.4288, -6.2988, -0.9517], [-2.0247, -5.6350, -1.1999], [-1.2506, -5.1920, 1.1575], [-1.1516, -6.9106, 1.2881], [-3.2752, -5.6230, 1.9502], [3.2048, -2.7520, -8.0609], [2.6771, -1.8477, -6.9351], [1.3125, -1.4842, -7.1196], [2.6524, -3.6802, -8.2074], [4.2258, -3.0201, -7.7891], [3.2744, -2.2859, -9.0437], [3.1656, -0.8739, -6.9030], [2.9099, -2.3109, -5.9763], [1.0552, -0.8092, -6.4872], [5.9518, -0.1961, -2.4497], [6.5445, -1.6317, -2.6170], [7.6282, -1.8585, -1.7326], [6.6613, 0.5995, -2.6770], [5.5165, 0.0095, -1.4717], [5.1111, -0.0384, -3.1253], [6.9279, -1.7234, -3.6332], [5.6879, -2.2790, -2.4287], [7.2187, -1.9088, -0.8657], [-1.5917, 6.3251, -0.9837], [-2.0950, 6.4224, 0.4834], [-1.0438, 6.9984, 1.3003], [-0.6181, 5.8407, -1.0585], [-1.3990, 7.2848, -1.4633], [-2.3617, 5.8579, -1.5976], [-2.5642, 5.5359, 0.9103], [-2.9882, 7.0470, 0.4867], [-0.9999, 6.4580, 2.0926], [-1.4783, 2.6994, -6.0051], [-0.0285, 3.1521, -5.9244], [0.5472, 2.3799, -4.8811], [-2.0270, 3.1671, -6.8226], [-1.8917, 3.0791, -5.0707], [-1.5614, 1.6209, -6.1393], [0.0716, 4.2215, -5.7387], [0.4890, 2.8073, -6.8197], [1.4274, 2.6929, -4.6601], [4.9301, -6.3955, 0.2299], [4.0994, -6.6537, 1.4842], [3.7478, -5.3705, 1.9624], [5.2238, -7.3274, -0.2531], [5.8092, -5.7734, 0.3981], [4.3401, -5.8862, -0.5321], [4.6684, -7.2018, 2.2352], [3.2053, -7.2474, 1.2939], [3.4121, -5.5296, 2.8475], [0.8599, -1.0967, -0.5285], [-0.6585, -0.5983, -0.5527], [-0.7896, 0.8659, -0.1070], [-1.0565, -0.6500, -1.9214], [0.7720, -2.1811, -0.5949], [1.2984, -0.9164, 0.4530], [1.3870, -0.5912, -1.3376], [-1.3245, -1.2080, 0.0578], [-0.4182, 0.9725, 0.9122], [-1.7984, 1.2534, -0.2491], [-0.1362, 1.4835, -0.7232], [-0.5804, 0.1017, -2.2817], [5.4255, 5.0843, -1.3862], [4.1484, 5.1485, -2.1671], [3.7865, 6.6190, -2.5385], [4.2579, 4.5770, -3.4342], [5.4450, 5.8168, -0.5792], [6.3088, 5.2680, -1.9978], [5.5860, 4.1273, -0.8896], [3.3313, 4.6863, -1.6131], [2.8246, 6.6718, -3.0484], [4.6249, 7.0315, -3.0997], [3.6865, 7.2959, -1.6900], [5.0741, 4.9087, -3.8155], [-7.7485, 4.4227, -2.7887], [-8.3159, 3.0974, -3.2635], [-7.2446, 2.0153, -3.3061], [-9.3194, 2.7405, -2.3433], [-7.2370, 4.3052, -1.8333], [-8.5025, 5.1919, -2.6215], [-7.0753, 4.7419, -3.5843], [-8.8200, 3.1584, -4.2279], [-7.6648, 1.0307, -3.5110], [-6.6091, 1.9042, -2.4275], [-6.5938, 2.2726, -4.1417], [-9.7491, 1.9135, -2.5733], [-8.5051, -4.8816, 0.3000], [-7.5439, -4.5211, -0.8251], [-6.7114, -3.2227, -0.6496], [-6.6191, -5.6039, -0.9304], [-8.8715, -5.8610, -0.0074], [-9.2993, -4.1652, 0.5101], [-8.0505, -5.0614, 1.2743], [-8.0934, -4.3709, -1.7543], [-6.0735, -3.3958, 0.2172], [-7.3042, -2.3476, -0.3835], [-6.0796, -3.0499, -1.5208], [-5.9086, -5.6305, -0.2854], [2.6380, 2.8772, 5.7994], [2.3569, 4.2676, 5.2355], [2.8165, 4.4102, 3.7641], [0.9669, 4.5044, 5.3463], [2.6705, 2.9668, 6.8852], [3.6422, 2.5647, 5.5128], [1.8518, 2.1582, 5.5694], [2.8420, 5.0465, 5.8239], [2.3306, 3.7151, 3.0795], [3.8855, 4.2178, 3.6736], [2.6981, 5.4442, 3.4403], [0.8007, 4.5762, 6.2890], [6.5188, -1.6041, 4.7130], [6.4414, -0.8714, 3.3241], [7.5210, 0.2061, 3.1158], [6.6565, -1.9348, 2.3847], [5.7720, -2.3902, 4.8241], [6.4287, -0.9092, 5.5480], [7.4973, -2.0350, 4.9255], [5.4445, -0.4473, 3.2040], [7.3454, 0.7582, 2.1926], [8.5006, -0.2707, 3.0829], [7.5153, 0.9814, 3.8820], [5.9150, -2.5440, 2.3592], [-6.4959, 1.8065, 2.4714], [-5.7483, 0.7304, 3.2578], [-4.8597, 1.2749, 4.3831], [-6.6941, -0.1413, 3.8149], [-7.0936, 2.4907, 3.0738], [-7.2564, 1.3375, 1.8471], [-5.8191, 2.4184, 1.8751], [-5.1514, 0.1084, 2.5908], [-4.2309, 2.1107, 4.0762], [-4.2490, 0.5196, 4.8776], [-5.5211, 1.6661, 5.1562], [-7.3534, 0.3983, 4.2574]], "forces_ev_per_a": [[-0.70, 0.05, 0.79], [0.01, 1.19, -1.36], [1.46, -0.51, 0.22], [0.21, -0.66, -0.06], [-0.10, 0.00, 0.10], [-0.09, 0.19, 0.14], [-0.44, -0.46, 0.23], [-0.46, 0.26, -0.10], [0.12, -0.07, 0.00], [-0.93, 1.06, -1.96], [-0.03, -0.89, 1.46], [0.82, -0.16, -0.78], [-0.02, -0.35, 0.72], [0.10, 0.05, 0.40], [0.11, 0.26, -0.31], [-0.08, 0.26, -0.38], [-0.29, -0.18, 0.81], [0.27, 0.00, 0.02], [0.14, 0.38, 0.21], [0.07, 0.77, -0.55], [-0.43, -0.94, -0.22], [-0.22, 0.08, 0.36], [0.07, -0.11, 0.02], [-0.23, 0.34, 0.13], [0.91, -0.17, -0.26], [-0.48, -0.29, 0.20], [0.15, 0.00, 0.13], [0.04, -0.11, -0.41], [-0.55, 1.93, 0.23], [-0.43, -0.21, -0.14], [0.23, -0.15, 0.10], [0.29, -0.31, 0.31], [-0.04, -0.22, -0.30], [-0.12, -0.28, 0.08], [0.26, -0.63, -0.19], [0.31, -0.02, 0.40], [-0.22, -0.07, 0.62], [0.27, 1.07, -0.88], [-0.94, -0.70, -0.32], [-0.25, -0.56, 0.12], [-0.29, 0.40, 0.50], [0.19, -0.36, -0.04], [0.93, -0.72, -0.12], [0.16, 0.79, -0.02], [0.18, 0.12, 0.16], [0.18, 0.94, 0.20], [0.08, -1.36, -0.66], [0.00, -0.18, 0.93], [0.15, 0.14, -0.07], [-0.58, -0.59, 0.05], [0.06, 0.07, 0.37], [0.00, 0.03, -0.17], [0.09, 0.73, -0.47], [0.08, 0.17, -0.12], [-0.40, -0.54, -0.45], [0.74, 0.30, -0.74], [-0.27, 0.06, 0.63], [0.23, -0.11, 0.18], [-0.02, -0.17, 0.33], [-0.24, 0.17, 0.16], [0.27, -0.02, 0.06], [-0.11, -0.05, -0.35], [-0.19, 0.44, 0.22], [-2.38, 0.03, 1.16], [1.56, 0.97, -0.42], [0.54, -0.45, 0.09], [-0.40, -0.34, 0.35], [0.53, 0.02, -0.64], [0.24, 0.31, -0.07], [0.15, -0.33, 0.12], [0.11, -0.30, -0.25], [-0.34, 0.17, 0.16], [-0.05, -0.17, 0.29], [0.16, 0.08, -0.15], [-0.12, 0.05, -0.66], [0.59, -0.26, 0.93], [-0.47, 2.47, -0.37], [-0.07, 0.06, 1.47], [0.00, -1.87, -0.70], [-0.13, 0.16, -0.04], [-0.04, 0.12, -0.23], [-0.09, -0.22, -0.21], [-0.03, -0.18, -0.22], [0.32, -0.13, -0.40], [-0.20, -0.03, -0.45], [0.00, -0.12, 0.38], [0.06, -0.04, -0.18], [-0.11, -0.06, -0.51], [-0.10, -0.65, 0.93], [0.32, 0.10, -0.85], [-0.82, 0.10, 1.15], [0.23, -0.16, -0.15], [-0.18, -0.14, -0.28], [0.28, 0.35, 0.30], [0.41, 0.34, -0.42], [-0.16, 0.01, -0.11], [-0.28, 0.38, 0.25], [0.26, -0.23, -0.09], [0.16, -0.06, -0.20], [-0.11, -0.18, 0.01], [1.42, 1.18, 1.28], [-0.38, -0.69, 0.76], [-0.55, -0.60, -1.48], [-0.59, 0.11, 0.16], [-0.19, -0.03, -0.47], [0.62, 0.17, -0.10], [0.05, -0.77, -0.18], [0.29, 0.09, 0.06], [-0.16, 0.04, -0.35], [-0.14, 0.08, 0.03], [-0.17, 0.59, 0.30], [0.64, 0.63, 0.64], [0.22, -0.61, -0.96], [0.02, 0.27, 0.65], [-0.51, 0.36, -0.32], [-0.09, -0.15, 0.21], [-0.13, -0.39, -0.16], [0.22, 0.05, -0.42], [0.50, -0.09, 0.03], [-0.31, 0.10, 0.13], [0.09, -0.13, 0.28], [-0.35, -0.07, -0.17], [-0.32, 0.03, 0.05], [0.33, 1.27, 0.14], [0.52, -1.46, 1.42], [-0.51, -0.38, -0.12], [0.37, 0.69, -0.96], [-0.09, 0.11, -0.18], [-0.52, 0.24, 0.04], [0.14, -0.21, -0.66], [-0.09, 0.10, -0.07], [0.07, -0.29, -0.24], [0.01, 0.08, -0.02], [-0.09, -0.29, 0.34], [-0.19, 0.08, 0.23], [0.10, 0.04, -0.24], [0.24, 0.62, 0.27], [-0.29, 0.41, 0.02], [-0.48, -0.89, 0.27], [0.29, 0.05, 0.59], [0.33, -0.16, -0.37], [-0.06, -0.05, -0.14], [-0.01, 0.10, -0.19], [0.13, -0.09, -0.18], [-0.01, -0.15, -0.30], [-0.10, 0.14, 0.10], [-0.14, -0.02, 0.15]], "lowdin_charge": [-0.087, -0.334, -0.086, 0.070, 0.071, 0.068, 0.102, 0.114, 0.083, -0.105, -0.316, -0.083, 0.080, 0.079, 0.075, 0.109, 0.099, 0.071, -0.083, -0.317, -0.086, 0.072, 0.067, 0.068, 0.103, 0.101, 0.071, -0.093, -0.306, -0.075, 0.066, 0.061, 0.059, 0.109, 0.102, 0.071, -0.085, -0.292, -0.086, 0.063, 0.066, 0.065, 0.102, 0.095, 0.071, -0.086, -0.323, -0.101, 0.072, 0.072, 0.076, 0.112, 0.105, 0.075, -0.086, -0.325, -0.087, 0.071, 0.073, 0.070, 0.107, 0.105, 0.074, -0.037, -0.459, -0.069, -0.067, 0.067, 0.064, 0.074, 0.129, 0.075, 0.079, 0.073, 0.068, -0.064, -0.502, -0.059, -0.060, 0.081, 0.083, 0.077, 0.138, 0.075, 0.078, 0.070, 0.085, -0.055, -0.512, -0.062, -0.061, 0.081, 0.079, 0.080, 0.133, 0.075, 0.080, 0.077, 0.086, -0.066, -0.475, -0.055, -0.066, 0.077, 0.075, 0.075, 0.131, 0.069, 0.071, 0.077, 0.079, -0.061, -0.497, -0.051, -0.059, 0.071, 0.073, 0.084, 0.130, 0.078, 0.071, 0.074, 0.086, -0.060, -0.450, -0.052, -0.075, 0.069, 0.065, 0.075, 0.124, 0.071, 0.083, 0.074, 0.079, -0.059, -0.506, -0.057, -0.055, 0.078, 0.079, 0.076, 0.134, 0.074, 0.075, 0.075, 0.086], "molar_mass_da": 743.15, "total_charge": 0, "e_tot_ha": -2445.45053}